This record from OMol25 describes 10 unconnected molecules or ions with the total composition C48H102ClF6N11O12S6. The level of theory is ωB97M-V/def2-TZVPD.

XYZ file:
```
186
Properties=species:S:1:pos:R:3:forces:R:3:mulliken_spin:R:1
C -1.98688 -5.85781 25.47225 -0.832 0.257 0.056 0.000
C -1.82988 -4.52925 24.69545 -0.754 -0.022 -0.902 0.000
C -2.91139 -4.30316 23.59676 -0.715 -0.316 0.211 0.000
C -4.35246 -4.10917 24.11776 -1.818 -0.514 -1.433 0.000
N -5.46643 -4.29438 22.92546 0.930 0.361 1.631 -0.001
C -6.86658 -3.75461 23.39502 0.822 -1.019 -1.402 0.000
C -7.58973 -3.35163 22.03983 0.375 -0.373 2.129 0.007
C -6.42958 -3.05279 21.07531 0.373 -0.683 -0.274 0.000
C -5.08947 -3.41116 21.77877 -1.242 0.493 1.247 0.000
C -5.62963 -5.77720 22.46819 -0.503 2.918 0.686 -0.004
H -2.93790 -6.32483 25.21623 -0.381 0.243 0.119 0.000
H -2.05517 -5.59964 26.52903 0.114 -0.419 0.134 0.000
H -1.33168 -6.71728 25.33036 0.780 0.624 -0.188 0.000
H -0.88439 -4.39731 24.16940 0.204 -0.196 0.262 0.000
H -1.94444 -3.66972 25.35588 0.269 -0.055 0.302 0.000
H -2.92800 -5.14992 22.91061 0.127 -0.240 -0.008 0.000
H -2.65867 -3.43586 22.98681 0.110 0.079 0.145 0.000
H -4.58769 -3.10735 24.47709 0.394 0.100 -0.069 0.000
H -4.75905 -4.80510 24.85156 0.686 -0.200 0.067 0.000
H -7.30969 -4.59655 23.92689 -0.297 0.238 0.142 0.001
H -6.72800 -2.88995 24.04406 0.253 -0.084 -0.091 0.000
H -8.35836 -4.08711 21.80241 0.523 -0.441 -0.525 -0.006
H -8.19412 -2.47784 22.28334 0.310 0.356 -0.204 0.000
H -6.36675 -3.69111 20.19400 -0.862 0.277 -0.386 0.000
H -6.52533 -1.98955 20.85517 0.619 -0.155 -0.341 0.000
H -4.37663 -4.00658 21.20831 0.071 0.649 -0.465 0.000
H -4.74703 -2.51608 22.29808 0.690 -0.031 -0.627 0.000
H -5.99355 -6.22226 23.39425 0.080 -0.791 -0.553 0.001
H -4.71644 -6.14899 22.00348 -0.178 -0.021 0.227 0.000
H -6.38597 -5.55253 21.71614 -0.131 -1.326 -0.149 0.001
C -3.40411 -3.61455 12.72560 0.422 1.271 0.872 0.000
C -3.21308 -2.35377 13.61656 -0.475 -0.382 -0.041 0.000
C -3.28793 -2.66639 15.11449 0.441 0.553 0.602 0.000
C -3.29067 -1.40265 15.96914 0.653 -0.721 1.110 0.000
N -3.36243 -1.64563 17.51236 -0.924 1.570 1.301 0.000
C -4.82357 -2.03147 17.95703 0.837 -0.081 0.227 0.000
C -5.53691 -0.72751 18.44875 0.771 -0.955 -0.950 0.000
C -4.39613 -0.05535 19.20144 0.724 -0.576 -0.392 0.000
C -3.23120 -0.25696 18.24143 0.588 0.376 -1.195 0.000
C -2.31399 -2.58599 18.17414 -1.016 0.404 -1.565 0.000
H -3.20826 -3.23851 11.72144 -0.245 -0.690 -0.191 0.000
H -4.40990 -4.01118 12.86400 0.045 0.001 -0.318 0.000
H -2.68079 -4.37394 13.02264 0.031 -0.075 -0.264 0.000
H -3.97505 -1.62295 13.34562 -0.256 0.005 0.062 0.000
H -2.27908 -1.85345 13.36075 0.220 -0.141 0.166 0.000
H -2.32712 -3.06838 15.43594 -0.099 -1.008 -0.300 0.000
H -4.10465 -3.34321 15.36549 0.016 -0.090 -0.100 0.000
H -4.08354 -0.68639 15.75367 0.170 0.023 0.017 0.000
H -2.27915 -1.01780 15.83951 -0.284 0.829 -0.101 0.000
H -4.58002 -2.69335 18.78811 -0.717 -0.210 0.006 0.000
H -5.27623 -2.60340 17.14703 -0.083 0.112 0.182 0.000
H -6.46904 -0.92061 18.97973 0.351 -0.180 0.272 0.000
H -5.84157 -0.16220 17.56800 0.126 0.281 -0.052 0.000
H -4.11093 -0.58386 20.11107 -0.642 0.286 0.254 0.000
H -4.51255 1.01520 19.37015 -0.132 -0.201 0.292 0.000
H -2.21992 -0.17693 18.64019 -0.183 -0.216 0.347 0.000
H -3.27003 0.52030 17.47824 -0.107 -0.189 -0.284 0.000
H -2.44773 -2.58180 19.25590 -0.351 -0.017 -0.198 0.000
H -1.30476 -2.23323 17.96176 -0.144 0.138 -0.283 0.000
H -2.50514 -3.55913 17.72186 0.150 -0.183 0.469 0.000
C -10.42499 -2.67872 25.29242 -0.421 -0.305 1.175 0.000
C -11.50530 -3.56761 24.66474 0.564 0.000 -1.046 0.000
C -11.78708 -3.09747 23.22101 -0.671 -0.187 0.203 0.000
C -13.10880 -3.65631 22.63913 0.055 1.197 0.194 0.000
N -13.32408 -3.32319 21.18585 -0.090 0.081 -1.162 0.000
C -13.33552 -1.79260 20.94104 2.300 -0.578 -1.053 0.000
C -14.66925 -1.32080 21.29946 -0.617 0.447 -0.479 0.000
C -15.56123 -2.34665 20.59337 -0.310 -0.872 0.236 0.000
C -14.84978 -3.69030 20.80060 1.091 -0.169 1.230 0.000
C -12.36535 -4.13587 20.28499 -1.795 0.518 0.225 -0.002
H -9.41858 -2.73499 24.87760 -0.265 0.047 -0.629 0.000
H -10.27229 -2.97228 26.33098 -0.059 -0.303 0.172 0.000
H -10.77809 -1.65203 25.38900 0.162 0.213 -0.462 0.000
H -12.41637 -3.57216 25.26310 0.024 0.119 0.061 0.000
H -11.15637 -4.59602 24.57137 0.022 -0.119 0.389 0.000
H -10.91166 -3.32225 22.61174 -0.041 -0.075 -0.146 0.001
H -11.90575 -2.01430 23.24876 0.146 0.084 -0.095 0.000
H -13.90861 -3.08671 23.11238 -0.070 -0.313 0.393 0.000
H -13.33162 -4.71217 22.79277 0.410 -0.062 -0.119 0.000
H -13.14266 -1.60361 19.88502 -0.323 -0.652 -0.349 0.000
H -12.49229 -1.23481 21.34839 -0.017 -0.575 0.812 0.000
H -14.77275 -0.32668 20.86460 -0.302 0.087 0.313 0.000
H -14.72560 -1.26627 22.38664 -0.727 0.001 -0.052 0.000
H -15.64279 -2.25081 19.51066 0.228 0.797 0.045 0.000
H -16.59010 -2.35839 20.95309 0.116 -0.155 0.182 0.000
H -14.86671 -4.39209 19.96676 0.219 0.371 -0.127 0.000
H -15.16216 -4.25763 21.67733 -0.319 0.165 -0.078 0.000
H -11.31622 -4.12701 20.58054 -0.354 0.370 0.078 0.001
H -12.56601 -3.75136 19.28499 0.484 -0.075 -0.029 0.000
H -12.77440 -5.14493 20.33566 0.395 -0.004 0.000 0.002
C 1.71349 -5.84378 22.41890 -0.081 0.769 1.079 0.000
C 0.38695 -5.95547 21.65472 0.982 1.055 2.370 0.000
C 0.59252 -6.93469 20.58069 -0.436 -1.077 -1.679 0.000
C -0.35472 -6.63942 19.43999 -1.503 -2.039 -0.900 0.000
N -0.34147 -7.79099 18.28507 -0.021 0.709 -0.085 0.000
C 1.02507 -7.66589 17.59923 -0.914 -1.206 -0.698 0.000
C 0.81812 -6.52932 16.62620 2.798 0.808 0.546 0.000
C -0.54512 -6.56038 16.11359 -2.593 0.075 0.177 0.000
C -1.33235 -7.42817 17.10450 0.178 -1.595 -0.054 0.000
C -0.51363 -9.24939 18.80988 0.536 1.586 0.566 0.000
H 1.62904 -5.29716 23.35814 -0.367 0.511 -0.065 0.000
H 2.40663 -5.26861 21.80503 0.275 -0.330 0.036 0.000
H 2.16392 -6.75319 22.81661 -0.068 -0.464 -0.821 0.000
H 0.08285 -4.93074 21.44125 0.071 0.004 -0.819 0.000
H -0.41323 -6.31384 22.30232 -0.041 -0.105 0.147 0.000
H 0.37622 -7.86861 21.09943 -0.337 -0.408 -0.581 0.000
H 1.60547 -7.10567 20.21625 0.239 0.776 0.218 0.000
H -0.30427 -5.67681 18.93113 0.931 -0.169 -0.166 0.000
H -1.37971 -6.57297 19.80480 -0.292 -0.589 0.010 0.000
H 1.17162 -8.60136 17.05930 -0.227 -0.119 -0.186 0.000
H 1.87489 -7.65586 18.28173 -0.386 0.593 0.186 0.000
H 1.53662 -6.57791 15.80797 0.234 0.077 0.237 0.000
H 0.99575 -5.60732 17.17979 0.187 0.183 -0.222 0.000
H -0.63649 -6.95053 15.09992 0.043 -0.123 0.137 0.000
H -1.01623 -5.57745 16.11460 0.215 0.147 -0.202 0.000
H -1.56294 -8.37935 16.62471 0.384 -0.280 0.130 0.000
H -2.33638 -7.10426 17.37854 0.357 0.621 0.934 0.000
H 0.41783 -9.45245 19.33832 -0.247 0.033 0.386 0.000
H -0.55649 -10.03752 18.05814 -0.361 0.702 -0.541 0.000
H -1.37695 -9.26314 19.47515 0.115 -0.110 -0.115 0.000
C -6.08208 -0.91902 26.83845 -0.333 -0.691 -0.404 0.000
C -7.29964 -1.87673 26.98024 0.756 1.258 -1.979 0.000
N -8.07272 -1.66931 28.16843 -2.541 3.387 0.180 0.000
C -8.06001 -2.45876 29.23219 0.175 -1.015 0.741 0.000
C -8.99853 -2.00113 30.08416 -1.076 -0.814 2.351 0.000
N -9.62283 -0.90768 29.61238 1.714 0.871 -3.928 0.000
C -9.03493 -0.63815 28.38023 1.237 -2.498 1.386 0.000
C -10.63827 -0.09647 30.28734 0.518 0.147 0.332 0.000
H -5.41603 -1.28548 26.05730 0.128 -0.518 0.304 0.000
H -5.53813 -0.84103 27.77980 -0.060 0.324 -0.131 0.000
H -6.34821 0.02767 26.36829 -0.271 0.350 0.777 0.000
H -7.02332 -2.92159 26.83878 -0.124 -0.029 0.656 0.000
H -7.98347 -1.63305 26.16716 0.104 -0.141 -0.189 0.000
H -7.41284 -3.32203 29.28054 -0.225 -0.054 0.028 0.000
H -9.35802 -2.39005 31.02539 0.353 -0.228 -0.044 0.000
H -9.13477 0.25810 27.78595 -0.194 -0.246 -0.085 0.000
H -10.86699 -0.64596 31.20049 -0.252 0.354 -0.048 0.000
H -11.52924 0.09890 29.69060 0.180 -0.425 -0.101 0.000
H -10.16689 0.86078 30.51002 -0.184 -0.040 0.278 0.000
C 0.91105 -6.49624 28.66941 -0.568 -0.014 -0.325 0.000
C 0.23542 -5.73270 29.83104 1.001 0.152 -0.962 0.000
N -0.98617 -5.02255 29.37456 -0.716 1.912 -1.806 0.000
C -2.26095 -5.48257 29.53623 -1.624 1.618 0.685 0.000
C -3.16100 -4.40309 29.32864 2.029 -1.053 -0.381 0.001
N -2.40412 -3.34835 28.82293 2.015 -2.334 0.540 0.000
C -1.07423 -3.78367 28.78519 -1.882 0.024 1.172 0.000
C -2.88612 -2.01412 28.39970 1.402 -0.348 0.102 0.000
H 1.29034 -5.75270 27.96841 0.174 0.015 0.014 0.000
H 0.21895 -7.10125 28.08370 -0.275 -0.060 0.241 0.000
H 1.73217 -7.16355 28.93124 -0.053 0.289 0.468 0.000
H 0.95501 -4.96592 30.11801 -0.248 0.120 0.244 0.000
H -0.00211 -6.28307 30.74141 -0.217 -0.195 -0.364 0.000
H -2.39893 -6.52052 29.80084 -0.409 0.259 0.340 0.000
H -4.22300 -4.28988 29.48905 0.194 -0.362 -0.156 0.000
H -0.28847 -3.20285 28.32517 0.144 -0.063 0.447 0.000
H -2.94536 -2.00144 27.31138 -0.699 0.041 0.121 0.000
H -2.08288 -1.32196 28.65234 -0.159 0.146 0.105 0.000
H -3.76813 -1.72989 28.97360 -0.006 -0.272 -0.403 0.000
Cl -4.36291 -5.83432 18.93549 0.372 0.349 0.222 0.002
N -10.60043 -8.48156 22.31181 -3.076 -5.759 1.147 0.476
S -10.01765 -7.38699 21.56030 5.214 10.651 -0.254 -0.078
O -10.86876 -6.56426 20.74545 0.502 -1.327 0.013 0.168
O -8.64123 -7.61380 21.14516 -1.407 -0.263 0.218 0.385
F -9.80583 -6.35382 22.84800 -0.142 -1.374 -1.541 -0.015
S -11.19739 -9.37000 20.99716 -2.466 -7.232 -2.164 -0.030
O -10.36752 -9.30086 19.81729 -0.397 0.372 2.201 0.027
O -12.61651 -9.38292 20.79466 1.323 1.632 1.131 0.062
F -11.03235 -10.91185 21.62817 0.638 3.196 -0.671 0.002
N -5.01944 -0.64514 23.83333 7.013 -4.071 1.637 0.000
S -5.81143 0.41618 23.29454 -10.145 8.341 -5.021 0.000
O -5.97476 0.43097 21.80825 1.016 0.139 3.017 0.000
O -5.87515 1.70238 23.99866 0.551 -2.434 -1.314 0.000
F -7.21802 -0.27595 23.70902 -0.385 -0.075 0.278 0.000
S -3.52609 -0.08465 23.40415 5.836 0.092 1.679 0.000
O -3.00759 1.10580 24.10461 -2.186 -2.249 -1.978 0.000
O -3.01490 -0.39625 22.07714 -1.763 0.675 1.145 0.000
F -2.77991 -1.22168 24.21804 0.049 -0.755 0.601 0.000
N -5.94220 -6.66917 26.14548 -3.764 -3.462 -6.644 0.000
S -6.01663 -6.04902 27.42846 4.058 5.642 10.916 0.000
O -5.39666 -6.75154 28.53905 -1.336 0.282 -0.949 0.000
O -7.08839 -5.11485 27.79216 0.628 -1.245 -0.945 0.000
F -4.77374 -5.03197 27.12217 0.062 0.976 -0.163 0.000
S -7.49805 -7.28304 26.10532 -2.664 -5.542 -2.551 -0.001
O -8.66029 -6.53448 25.64556 2.232 0.391 1.190 0.001
O -7.69681 -8.37001 27.07335 0.547 3.043 -1.125 0.000
F -7.21259 -8.12789 24.76615 0.283 0.408 0.124 0.000
```
Positions in Å, forces in eV/Å.

Calculated values
Gap between HOMO and LUMO (alpha / beta) = 7.9 / 2.5 eV
LUMO level (alpha / beta) = -0.195 / -0.391 Eh
Net charge = +3
2S+1 = 2
HOMO (alpha / beta) = -13.18 / -13.17 eV